No. 1
234
Properties=species:S:1:pos:R:3 method="wB97M-V/def2-TZVPD" multiplicity=1 max_force_ev_per_a=5.13 total_charge=0 energy_ha=-6572.88443
C 5.304 4.527 -1.559
O 5.629 7.131 1.907
C 5.763 -1.037 3.593
H 0.207 -7.459 0.688
H -0.977 -2.988 -1.109
H 1.250 -7.494 2.026
C 0.245 -0.096 -4.765
C -3.600 -1.617 5.260
H 0.599 1.059 -1.909
H 1.897 -0.958 0.494
O -2.605 -0.161 -6.174
O 6.298 0.193 1.617
H 6.102 -1.745 -0.667
C 3.344 -0.379 -6.875
O 2.679 -3.069 7.361
H -1.269 -0.577 3.744
O -3.032 1.195 -0.112
H -3.471 0.603 -3.115
H 4.982 5.568 -1.563
H 4.755 -1.180 1.689
O 4.807 -0.195 -1.400
H 0.893 -4.546 -6.686
H 5.002 -4.634 4.218
C -2.050 -2.820 -1.199
C -4.548 0.444 -3.168
H -2.555 4.988 -4.299
O 1.159 3.657 -2.977
O 3.337 3.630 -2.440
H -6.525 5.262 1.391
H -1.576 -0.783 -7.779
H -6.362 3.795 3.031
H -4.803 -0.302 -2.414
C 4.298 0.854 2.491
H 3.617 -5.979 -6.426
O 0.481 -3.724 7.053
H -7.295 -4.248 1.581
C -5.336 1.705 -3.067
C 3.765 -0.401 -2.217
O -1.028 0.710 0.682
H -2.508 -2.070 -0.555
O -2.385 6.120 -0.870
H 0.394 6.009 2.468
H -1.533 -4.633 3.856
C -2.220 2.775 3.123
H 0.656 0.797 -4.293
H -2.507 1.931 2.496
C 3.603 -4.592 5.887
H 6.079 4.427 -0.799
H -6.906 2.543 -1.794
H -3.242 -4.102 0.099
O -3.841 -2.969 -2.621
H 1.874 -0.463 8.085
H -0.863 -0.008 8.531
O -6.582 0.256 -5.937
H 6.506 -1.813 3.410
H -1.841 4.811 2.614
H -1.955 -2.865 -3.366
H -6.794 -2.111 2.650
H -1.053 -3.615 2.505
C -2.158 4.173 -3.693
H -2.817 3.310 -3.784
C 1.666 -3.840 6.777
C 0.894 -6.822 1.245
O -2.978 -2.806 5.107
C 1.639 -5.154 -0.659
C 2.410 6.564 2.952
O 1.081 2.116 3.776
H -5.557 -1.589 -0.822
C 4.106 3.613 -1.317
O 2.656 -1.372 -7.188
C -6.479 -3.639 1.193
O 2.341 -3.978 -0.309
H -0.964 -2.609 4.871
O -8.505 4.779 1.311
C -3.506 5.370 -0.881
O 0.477 -4.031 -4.756
O 4.267 -0.418 -5.953
C -1.548 3.814 2.285
O 4.760 1.793 1.580
O -1.212 2.237 3.966
H -0.443 -0.671 -4.146
H 1.426 6.302 1.070
H 2.997 2.926 -5.366
H -6.300 0.930 -1.248
H -3.894 2.428 4.298
C -2.761 -4.136 -0.878
C 4.833 0.870 -5.860
H 0.912 1.342 0.482
C 5.191 -0.401 2.315
C 3.105 -4.203 0.847
H -1.198 6.309 -2.551
C 1.199 6.635 2.083
C 2.006 -6.172 0.416
H 0.994 -5.924 -5.625
C 0.023 0.366 -1.296
O 2.523 -3.834 -4.240
H -1.359 -1.708 -6.241
H 4.387 3.688 -6.053
C -1.865 -2.642 4.260
H -4.219 -2.151 1.060
H -5.713 -4.322 0.825
H -2.638 -1.288 2.706
O 3.419 7.300 2.269
H 1.054 -0.818 -4.876
C -1.449 -0.722 -6.698
H 2.021 1.200 7.621
H 0.301 -0.641 -1.607
H 3.970 -5.492 6.379
O -8.343 3.044 2.655
H -2.782 -3.814 2.700
O 1.839 3.958 -0.840
C 3.537 3.053 -6.304
H 0.266 -6.126 1.801
H 1.932 -5.442 -1.669
H 2.222 6.969 3.947
C -1.921 0.810 -0.262
C 1.144 -4.845 -5.668
H -2.439 -1.365 -2.723
H -0.452 5.395 -1.215
C -9.206 3.861 2.021
H 3.440 -5.423 3.985
C -2.036 4.332 -2.187
C -5.964 -2.669 2.216
C 4.157 1.777 -6.884
H 0.223 -1.673 0.601
H 5.683 4.228 -2.536
O 2.195 -4.657 5.888
C -1.837 -3.784 3.243
C -0.692 -0.514 7.581
O 4.401 5.455 2.692
H 3.169 5.029 4.301
H 3.281 3.396 0.641
H -1.433 3.513 -1.795
O 3.883 -3.400 1.313
O -3.306 4.284 -1.664
H 4.426 1.212 3.512
H 2.500 4.481 2.764
C 2.543 -4.470 -5.443
C -2.502 -2.436 -2.527
C 5.730 -2.763 -3.667
H -5.123 -0.726 1.771
C 4.560 6.647 2.209
C -3.287 3.299 4.051
O 3.154 0.898 -7.347
O 6.770 2.208 0.572
C -0.009 2.577 3.470
O -10.413 3.983 2.252
O -4.451 -1.425 6.080
C 0.316 0.473 0.204
C 2.030 3.680 -2.134
H 6.549 -3.333 -3.228
O -1.388 0.517 -1.395
H 6.110 -1.969 -4.310
H 3.000 -6.496 -4.897
H -6.209 1.401 2.632
H 4.411 -5.309 -4.986
H -4.796 2.617 -3.322
H 4.589 -3.126 -1.832
H -5.341 2.393 -1.036
H -2.020 -4.933 -0.812
H 0.130 1.206 6.432
H -6.929 3.926 0.221
C -1.381 5.593 -1.750
H 0.468 0.342 -6.870
C 3.128 4.003 -0.251
C -7.135 4.382 1.189
O 2.810 -5.434 1.294
H 4.978 -1.491 4.197
H -1.752 3.734 1.217
C 0.867 -0.822 0.822
H -3.505 -5.005 -2.778
H -6.857 -0.839 0.190
H -1.622 -0.425 7.020
H 3.367 4.998 0.125
O -4.565 5.646 -0.348
O 3.826 -1.584 -2.847
O -6.294 1.582 -4.104
C 5.985 1.452 1.169
H -4.765 -4.545 -1.672
H 3.261 0.613 2.257
C -6.040 1.887 -1.702
H 2.646 -6.919 -0.054
O -1.080 1.457 -6.205
O -3.190 1.994 -5.743
C -3.772 -4.264 -2.025
H -6.808 1.623 0.967
C 1.930 -0.658 5.191
H 4.039 -2.554 5.848
O 0.602 -0.611 5.516
H 0.820 7.646 1.930
H 5.909 0.814 -6.025
H -5.356 -3.201 2.947
O -0.223 3.572 2.489
C 1.327 -3.529 -3.853
C 3.135 5.234 3.231
H 4.628 1.313 -4.885
H 6.561 -0.962 -2.153
C 5.699 -1.268 -1.561
H -0.459 -1.574 7.681
H 4.858 1.939 -7.703
O -3.021 -0.704 4.502
C 0.342 0.174 6.711
H 6.270 -0.327 4.246
O -4.857 -0.009 -4.445
O 2.404 -1.064 4.143
O -6.870 -2.773 0.152
O 1.053 -2.825 -2.852
C -0.381 0.183 -6.204
C 3.868 -3.325 6.600
C -5.961 0.571 -4.887
H 5.170 -3.440 -4.312
H -3.941 4.018 3.557
H 4.723 -3.415 7.271
C 4.954 -2.278 -2.411
H -5.226 2.270 1.470
C -5.182 -1.726 1.341
C -6.084 -1.606 0.132
C -2.109 -1.265 3.659
O 2.622 -0.129 6.182
H -2.922 3.702 4.996
O 2.943 0.496 -2.454
H 2.840 -3.754 -6.210
H 3.493 -3.706 3.881
C -6.253 2.084 1.784
H 2.977 3.494 -7.128
C 3.933 -4.550 4.412
H 0.558 -5.028 -0.719
C 3.460 -5.645 -5.400
H 0.872 -0.638 1.896
H 4.460 2.600 -1.126
C -2.351 1.162 -6.030
C 1.751 0.215 7.240
H -1.232 3.810 -4.139
C -7.001 3.329 2.281

=====

No. 2
202
Properties=species:S:1:pos:R:3 method="wB97M-V/def2-TZVPD" multiplicity=1 max_force_ev_per_a=3.72 total_charge=0 energy_ha=-4064.21778
H 8.045 -7.822 4.442
H 6.773 8.291 -3.079
C -7.707 -0.868 2.251
C -4.599 -1.954 9.137
C -8.080 8.289 -2.286
C 4.097 0.441 -5.023
C 3.972 0.413 -6.387
H -4.397 -0.893 9.148
H 4.628 -10.457 5.041
C 8.172 -7.026 -5.853
H 6.570 -1.835 -4.603
C 7.425 -7.236 -4.673
H 5.125 8.678 -3.321
H 4.345 6.547 -2.323
H -6.203 5.495 -1.491
C 5.942 -1.102 -5.088
H 8.066 -7.211 6.217
H 0.785 -1.406 -0.052
H -8.697 8.085 -4.334
C 5.043 -0.302 -4.330
H -3.112 3.067 -5.016
C 7.717 -7.929 5.476
C -4.990 -4.745 9.030
O 5.662 -9.025 4.112
H -5.937 5.223 -5.599
H 9.410 -1.973 -0.555
H -2.435 -5.383 -8.377
H -6.417 7.591 6.038
C 5.491 -6.398 -5.718
H -6.192 -4.460 10.763
H -3.332 -2.291 7.390
H 3.260 0.971 -6.977
C -6.643 -3.172 0.267
H -7.638 -3.244 -0.172
H -4.697 -4.169 0.013
O 2.373 2.257 6.747
H 4.444 -6.147 -5.628
H -1.553 -0.427 1.181
H -8.514 10.716 -4.856
H -9.664 7.367 -1.260
C -1.493 -3.380 -8.050
C -0.702 0.012 1.701
H 6.672 -1.604 -6.974
H 7.937 -8.964 5.736
H -8.104 7.062 0.416
O 3.319 -0.074 7.023
H -0.780 -1.513 -7.257
H 10.851 -6.578 0.470
H -8.365 -0.287 4.275
C -5.466 -2.610 10.038
C -8.096 10.135 -4.034
H -6.888 -4.330 2.067
C -3.979 -2.738 8.130
H -7.109 7.927 -2.626
O 5.359 -8.194 6.523
C -5.486 4.457 6.679
H -5.668 5.388 -8.630
C 4.918 -0.275 -7.137
O 5.625 -6.575 4.432
C 11.060 -3.321 -0.350
H -8.727 4.883 -6.711
H 3.068 -4.329 0.168
H -1.096 0.365 2.654
C -8.620 -0.095 3.233
H 6.071 -12.396 3.833
C 6.230 -6.109 -6.896
H 6.628 3.385 1.390
C -4.250 -4.142 8.025
H 8.575 -6.141 0.163
H -8.078 10.907 -3.265
H 4.926 3.268 1.093
H -5.835 -4.319 -1.369
C 8.807 -3.985 -0.248
C -0.981 -2.552 -7.043
C 9.232 -5.294 0.028
C -5.288 5.267 -6.473
H 4.577 5.627 0.064
H 6.352 -10.475 5.402
H -4.039 4.330 -4.421
H 7.095 6.892 -1.024
H 5.749 7.803 -0.555
H 6.649 -0.090 6.739
H -8.578 0.971 3.008
C 7.621 -6.412 -6.972
H -8.059 -2.560 3.422
H -6.067 -2.113 10.784
H 5.686 -0.242 8.267
H 9.223 -7.256 -5.755
S 5.902 -7.795 5.231
H -5.734 3.618 7.311
C -6.411 6.231 -0.716
H -2.533 4.837 -5.212
H -1.925 -6.164 -6.106
C -4.584 6.683 5.420
C 0.241 -1.131 2.009
S 2.370 1.154 7.679
H -4.280 7.603 4.943
H -0.131 -1.723 2.845
C -1.857 -4.718 -7.752
H 8.020 -7.612 -3.854
H -0.120 -2.799 0.686
C -7.930 6.449 -0.469
C 2.249 -3.660 -0.094
H -4.785 6.224 -6.332
C -7.094 3.962 -7.746
H -7.063 9.953 -4.330
H -2.792 5.529 5.098
H -0.177 -2.544 -5.042
H 2.489 -3.090 -0.992
H -8.281 5.464 -0.160
H -4.737 3.265 -6.575
H -5.966 5.912 0.227
H 4.564 -0.005 5.396
C -1.536 -5.220 -6.458
C 5.919 -1.019 -6.466
C -5.592 -3.981 10.004
H 5.608 4.111 -1.423
H 3.510 0.712 9.645
H -7.712 3.851 -5.725
C 5.661 5.702 -0.028
C 11.456 -4.560 0.023
H -8.970 3.271 -6.975
H -8.960 -2.693 1.982
H 3.394 1.058 -4.484
C -8.161 3.952 -6.714
H -9.850 9.032 -3.415
H 12.521 -4.590 0.196
H 5.787 5.719 -2.855
H 2.939 2.450 9.685
C -0.936 -4.427 -5.496
C 5.707 -0.405 7.189
C -0.710 -3.109 -5.792
H 0.835 1.583 1.477
C 9.737 -2.998 -0.468
H 5.172 -11.344 2.851
H -6.952 6.042 -7.674
C -0.085 1.261 0.989
O 1.148 0.565 8.173
C -5.830 6.687 5.978
H -1.790 -2.948 -8.995
H 4.941 -0.292 -8.216
H 2.041 -3.074 2.030
H -5.058 -5.823 8.999
H -9.630 -0.479 3.093
C -7.982 -2.382 2.349
C 5.817 7.835 -3.336
H -0.627 -4.814 -4.537
H -7.910 9.101 -1.578
H 6.945 -11.157 2.943
H 11.770 -2.519 -0.488
H 5.014 -0.304 -3.250
C -3.832 5.515 5.390
C -3.344 4.109 -5.232
H -6.495 3.058 -7.638
C 6.080 -6.987 -4.606
H 5.418 -7.231 -3.788
H -7.583 3.851 -8.715
C 3.455 1.669 9.127
H 5.974 5.898 0.997
H -7.289 5.526 7.110
H 5.750 -1.474 6.979
H 8.152 -6.209 -7.890
C 5.431 6.630 -2.375
H -3.668 3.529 6.075
C -6.230 5.226 -7.711
C 0.612 -2.006 0.842
H 4.427 2.072 8.842
H -5.990 -5.263 0.180
H -5.936 -2.926 2.345
C -8.786 8.843 -3.556
C -6.322 5.558 6.630
C 6.037 -11.354 3.514
C -5.736 -4.309 -0.283
H 4.751 1.341 6.530
C 6.008 6.829 -0.969
C 10.581 -5.577 0.167
C -8.726 7.037 -1.706
H 5.992 7.559 -4.375
H -0.760 2.108 1.107
H -7.970 -0.535 1.247
H -8.873 6.272 -2.468
H 2.812 -2.056 0.908
H 6.059 2.169 0.295
C -4.208 4.216 -6.506
H -3.561 4.407 -7.362
H 5.737 -5.640 -7.735
C -4.303 4.402 6.056
H -6.629 -0.773 2.382
H -0.015 1.100 -0.087
C 1.946 -2.710 1.007
C -6.809 -3.278 1.794
C 5.897 3.203 0.602
H -3.713 -4.608 7.212
H -5.893 7.122 -1.073
H 1.024 -0.579 2.529
H 7.177 4.237 -0.717
H -6.188 -2.209 0.037
C 5.620 -10.319 4.610
H 1.398 -4.318 -0.272
H 7.748 -3.799 -0.350
C 6.116 4.288 -0.475
C 4.573 0.268 6.451